Record 1
Density functional theory data (ωB97M-V/def2-TZVPD) for a molecular structure, C44H51BN8S4Ti.

Each line ends with the Mulliken charge.
Atoms and positions in Å:
Ti1 -0.06 0.99 -0.64  -0.4343
C1 -1.25 -4.06 -2.13  -1.7639
C2 -1.42 -3.75 -0.68  -0.0200
C3 -2.16 -4.55 0.14  -0.4542
C4 -2.35 -4.24 1.51  -0.0034
N1 -1.76 -3.20 2.03  -0.2995
N2 -0.99 -2.43 1.23  0.6209
B1 -0.35 -1.40 2.17  -0.7452
N3 0.56 -1.96 3.33  0.4284
N4 0.37 -2.80 4.34  -0.6542
C5 1.38 -2.91 5.17  0.0921
C6 2.56 -2.13 5.01  -0.2486
C7 2.74 -1.27 3.97  -0.1198
C8 3.97 -0.45 3.71  -1.6192
C9 1.65 -1.24 3.10  0.5392
S1 1.29 -0.57 1.51  0.1011
C10 1.24 -3.86 6.35  2.2219
C11 2.45 -4.81 6.37  -1.8464
C12 1.22 -3.03 7.65  -1.4589
C13 -0.04 -4.68 6.24  -1.5305
N5 -1.45 -0.49 2.83  0.7478
N6 -1.44 -0.55 4.17  -0.2696
C14 -2.40 0.03 4.84  -0.1081
C15 -3.45 0.68 4.16  -0.8402
C16 -3.45 0.78 2.80  0.2457
C17 -4.53 1.48 2.05  -1.9350
C18 -2.35 0.19 2.12  1.1324
S2 -2.23 0.26 0.40  -0.5019
C19 -2.31 -0.08 6.35  2.2934
C20 -2.25 -1.56 6.73  -1.3430
C21 -3.50 0.58 7.04  -2.3270
C22 -1.01 0.62 6.80  -1.5313
C23 -0.83 -2.59 -0.09  1.0340
S3 0.05 -1.52 -1.12  -0.4686
C24 -3.24 -5.08 2.40  2.3843
C25 -4.66 -5.03 1.83  -1.6997
C26 -3.23 -4.55 3.83  -2.0806
C27 -2.73 -6.53 2.39  -1.7371
H1 -1.80 -4.97 -2.39  0.4346
H2 -0.20 -4.21 -2.38  0.3480
H3 -1.60 -3.24 -2.75  0.3421
H4 -2.64 -5.43 -0.27  0.4272
H5 3.35 -2.23 5.75  0.4440
H6 4.65 -0.50 4.55  0.4337
H7 3.70 0.59 3.54  0.3400
H8 4.49 -0.81 2.82  0.3526
H9 3.39 -4.29 6.55  0.3316
H10 2.53 -5.37 5.43  0.3921
H11 2.32 -5.53 7.18  0.4844
H12 2.15 -2.46 7.78  0.3755
H13 1.13 -3.70 8.50  0.5040
H14 0.39 -2.33 7.66  0.1022
H15 -0.05 -5.30 5.34  0.3286
H16 -0.93 -4.04 6.22  0.1762
H17 -0.11 -5.33 7.11  0.5372
H18 -4.27 1.12 4.71  0.6897
H19 -5.28 1.87 2.73  0.4260
H20 -5.01 0.81 1.33  0.4465
H21 -4.12 2.32 1.47  0.2640
H22 -3.19 -2.07 6.49  0.4055
H23 -2.10 -1.65 7.81  0.5174
H24 -1.44 -2.07 6.21  -0.2678
H25 -4.45 0.13 6.74  0.4285
H26 -3.55 1.66 6.85  0.4611
H27 -3.41 0.46 8.12  0.4367
H28 -0.14 0.11 6.38  0.1916
H29 -0.93 0.59 7.89  0.4220
H30 -0.99 1.66 6.49  0.3533
H31 -5.04 -4.00 1.82  0.3225
H32 -5.33 -5.62 2.46  0.4612
H33 -4.72 -5.43 0.82  0.3809
H34 -3.64 -3.54 3.89  0.2756
H35 -2.22 -4.52 4.25  0.2281
H36 -3.85 -5.21 4.45  0.5827
H37 -2.79 -6.99 1.40  0.3723
H38 -3.33 -7.13 3.06  0.4871
H39 -1.69 -6.59 2.73  0.3378
S4 2.38 1.32 -4.31  -0.2192
C28 3.38 0.43 -3.25  -0.5123
C29 2.79 0.20 -2.04  -0.5093
C30 1.48 0.78 -1.96  0.3556
C31 1.14 1.40 -3.13  0.2211
C32 -0.16 2.04 -3.32  1.1684
C33 -0.59 2.70 -4.46  -1.0395
C34 -1.86 3.23 -4.49  -0.5222
C35 -2.70 3.11 -3.39  -1.0452
C36 -2.22 2.46 -2.28  -0.1765
N7 -0.98 1.93 -2.24  0.8079
H40 4.35 0.12 -3.58  0.5080
H41 3.26 -0.36 -1.25  0.4611
H42 0.08 2.78 -5.31  0.4808
H43 -2.20 3.75 -5.38  0.4630
H44 -3.70 3.52 -3.38  0.5153
H45 -2.82 2.33 -1.38  0.4127
C37 0.97 2.52 0.30  -1.3431
C38 -0.16 3.13 1.07  0.3782
C39 -0.36 2.79 2.41  -0.1738
C40 -1.43 3.30 3.12  -0.7656
C41 -2.34 4.14 2.48  0.3799
C42 -2.14 4.52 1.16  -0.8315
C43 -1.05 4.02 0.46  -0.4445
C44 -3.52 4.57 3.20  -0.0960
N8 -4.48 4.83 3.76  -0.4942
H46 1.79 2.20 0.94  0.6373
H47 1.35 3.17 -0.49  0.6659
H48 0.34 2.13 2.90  0.4531
H49 -1.56 3.06 4.16  0.7029
H50 -2.83 5.20 0.68  0.5523
H51 -0.88 4.34 -0.56  0.6316

Output
E_HOMO (eV): -13.2
Energy relative to the best compared isomer or geometry (same formula, charge and spin) (eV): 0.463
Net charge: +2
HOMO-LUMO gap (eV): 7.14


Record 2
Density functional theory data (ωB97M-V/def2-TZVPD) for a molecular structure, C44H51BrI2N6O4S2SbSn.

Each line ends with the Mulliken charge.
Atoms and positions in Å:
Sn1 0.49 0.61 1.19  1.0168
N1 0.62 4.07 0.18  0.3238
C1 -0.38 5.02 0.78  0.1158
C2 -1.00 4.47 2.06  -1.2305
C3 -2.08 3.40 1.92  0.0263
N2 -1.52 2.02 1.90  0.2269
C4 -3.03 3.68 0.76  -2.0025
C5 -2.37 4.14 -0.54  0.5638
N3 -1.61 3.03 -1.17  0.0384
C6 -1.45 5.33 -0.27  -1.6517
H1 1.27 3.66 0.87  -0.0350
H2 1.19 4.56 -0.51  0.4894
H3 0.06 3.35 -0.35  0.1257
H4 0.17 5.92 1.03  0.5155
H5 -1.47 5.33 2.55  0.6160
H6 -0.22 4.13 2.76  0.2581
H7 -2.68 3.47 2.83  0.7245
H8 -2.31 1.37 1.82  -0.2450
H9 -1.17 1.84 2.84  0.2903
H10 -3.70 4.49 1.07  0.6257
H11 -3.67 2.82 0.58  0.4648
H12 -3.17 4.47 -1.21  0.5392
H13 -1.50 3.23 -2.16  0.0358
H14 -2.14 2.16 -1.13  -0.5614
H15 -2.05 6.17 0.09  0.5265
H16 -0.98 5.67 -1.20  0.4407
I1 2.95 -1.75 1.36  0.1712
C7 2.07 -3.56 0.63  -0.7787
I2 2.16 -3.77 -1.47  0.1557
H17 1.04 -3.57 0.96  0.1923
H18 2.63 -4.36 1.09  0.5384
C8 1.52 0.10 -2.40  0.0146
C9 1.69 -0.65 -3.69  0.0671
C10 2.97 -0.90 -4.18  -0.6522
C11 3.19 -1.52 -5.39  -0.7439
C12 2.11 -1.91 -6.18  -0.9774
C13 0.82 -1.69 -5.73  -1.0465
C14 0.63 -1.09 -4.48  1.1805
Sb1 -1.40 -0.86 -4.06  2.3773
C15 -2.47 -2.64 -4.26  1.1722
C16 -1.69 -3.78 -4.52  -0.9285
C17 -2.31 -5.01 -4.67  -0.9429
C18 -3.69 -5.10 -4.54  -0.7475
C19 -4.44 -3.97 -4.24  -0.9001
C20 -3.85 -2.72 -4.09  0.8659
C21 -4.74 -1.56 -3.70  -1.6076
C22 -2.11 0.67 -5.30  1.1829
C23 -3.16 0.36 -6.16  -0.9118
C24 -3.61 1.30 -7.07  -0.9213
C25 -3.00 2.55 -7.11  -0.8026
C26 -1.94 2.84 -6.27  -0.8744
C27 -1.46 1.91 -5.36  0.4239
C28 -0.24 2.22 -4.53  -1.0568
H19 2.06 -0.40 -1.59  0.4609
H20 0.48 0.18 -2.09  -1.2257
H21 1.93 1.11 -2.50  0.4649
H22 3.82 -0.58 -3.58  0.4910
H23 4.20 -1.70 -5.74  0.4582
H24 2.27 -2.38 -7.15  0.4894
H25 -0.02 -2.00 -6.35  0.5888
H26 -0.62 -3.71 -4.61  0.5063
H27 -1.72 -5.89 -4.88  0.4791
H28 -4.18 -6.05 -4.65  0.4288
H29 -5.51 -4.06 -4.13  0.5250
H30 -5.14 -1.71 -2.70  0.4725
H31 -5.59 -1.49 -4.38  0.5428
H32 -4.23 -0.60 -3.71  0.0464
H33 -3.63 -0.62 -6.14  0.4854
H34 -4.42 1.06 -7.75  0.4818
H35 -3.34 3.29 -7.82  0.4294
H36 -1.45 3.81 -6.34  0.4721
H37 -0.06 3.29 -4.50  0.5693
H38 0.65 1.75 -4.97  0.3926
H39 -0.32 1.86 -3.51  -0.3632
Br1 -4.53 -1.98 3.92  -0.0501
C29 -3.71 -1.68 2.26  0.0558
C30 -2.79 -2.60 1.78  -1.1312
C31 -2.15 -2.35 0.57  0.1186
C32 -2.46 -1.20 -0.15  0.0074
C33 -3.44 -0.32 0.31  -0.4922
C34 -4.05 -0.54 1.53  -0.7319
C35 -1.80 -1.00 -1.46  1.4874
O1 -0.89 -1.74 -1.84  -0.7880
O2 -2.21 -0.08 -2.30  -1.1334
H40 -2.58 -3.50 2.34  0.6539
H41 -1.43 -3.05 0.17  0.6145
H42 -3.73 0.52 -0.30  0.6769
H43 -4.82 0.13 1.90  0.5326
N4 4.13 5.52 7.33  -0.4462
C36 3.80 4.72 6.30  1.1161
C37 2.94 5.18 5.28  -1.0212
C38 2.60 4.37 4.23  -0.2504
C39 3.11 3.07 4.16  -0.3182
C40 3.98 2.60 5.15  -0.5034
C41 4.32 3.41 6.21  -0.8945
S1 2.73 2.03 2.86  1.5063
O3 3.65 0.94 2.79  -0.6680
O4 2.50 2.79 1.63  -1.0516
N5 1.17 1.43 3.06  -0.1736
C42 0.88 0.31 3.79  0.3411
S2 1.39 -0.24 5.32  -0.0369
C43 0.38 -1.63 5.14  -0.4631
C44 -0.27 -1.60 3.96  -0.6816
N6 0.00 -0.49 3.19  0.1138
H44 3.82 6.47 7.37  0.2039
H45 4.79 5.22 8.03  0.2075
H46 2.55 6.19 5.33  0.3347
H47 1.96 4.75 3.44  0.3266
H48 4.41 1.61 5.07  0.5416
H49 5.00 3.05 6.97  0.3438
H50 0.34 -2.38 5.92  0.4822
H51 -0.97 -2.34 3.61  0.2873

Output
E_HOMO (eV): -14.4
Energy relative to the best compared isomer or geometry (same formula, charge and spin) (eV): 0.621
Net charge: +3
HOMO-LUMO gap (eV): 7.20


Record 3
Density functional theory data (ωB97M-V/def2-TZVPD) for a molecular structure, C44H51N6P2Sc.

Each line ends with the Mulliken charge.
Atoms and positions in Å:
Sc1 1.16 0.69 -1.14  -0.9050
C1 3.03 3.62 2.90  -1.7340
C2 2.26 4.16 1.70  0.5928
C3 0.81 4.45 2.08  -1.1294
C4 2.42 3.32 0.44  0.4902
C5 3.38 2.31 0.35  0.0188
C6 3.77 1.78 -0.88  -1.4047
C7 3.18 2.20 -2.07  0.9730
C8 3.73 1.78 -3.41  -1.6288
C9 2.09 3.08 -1.97  -1.3026
C10 1.73 3.63 -0.74  -0.0283
H1 2.91 4.30 3.74  0.4634
H2 4.11 3.54 2.71  0.4960
H3 2.66 2.64 3.21  0.2699
H4 2.72 5.11 1.42  0.4369
H5 0.30 3.54 2.39  0.1079
H6 0.25 4.92 1.28  0.4618
H7 0.79 5.14 2.93  0.5349
H8 3.90 1.98 1.24  0.4697
H9 4.56 1.04 -0.91  0.4367
H10 4.54 2.46 -3.68  0.4373
H11 2.99 1.84 -4.19  0.3757
H12 4.15 0.78 -3.38  0.3263
H13 1.55 3.38 -2.86  0.4340
H14 0.94 4.37 -0.73  0.4881
C11 -1.30 -1.55 -2.35  0.4085
P1 -2.19 -2.07 -0.76  0.4938
C12 -0.89 -3.14 -0.01  0.2580
C13 -0.14 -4.10 -0.71  -0.1527
C14 0.77 -4.92 -0.04  -0.9492
C15 0.95 -4.78 1.33  -0.8059
C16 0.25 -3.80 2.03  -0.5901
C17 -0.66 -3.00 1.36  -0.5676
C18 -3.43 -3.24 -1.42  0.3382
C19 -3.29 -4.61 -1.61  -0.3396
C20 -4.32 -5.35 -2.17  -0.7623
C21 -5.50 -4.72 -2.55  -0.5270
C22 -5.65 -3.36 -2.36  -0.6324
C23 -4.63 -2.62 -1.79  -0.5242
C24 -1.41 -0.05 -2.42  -0.4876
C25 -2.32 0.70 -3.10  -1.0097
C26 -2.39 1.98 -2.45  -1.6051
C27 -1.52 1.96 -1.41  0.0550
C28 -1.57 2.76 -0.15  0.2270
P2 -2.53 1.75 1.12  0.4919
C29 -1.19 1.20 2.26  0.0261
C30 -1.47 0.94 3.60  -0.7017
C31 -0.51 0.40 4.44  -0.9001
C32 0.77 0.11 3.97  -1.2556
C33 1.08 0.37 2.64  -0.6447
C34 0.10 0.90 1.82  2.5505
C35 -3.37 3.01 2.14  0.2403
C36 -2.82 4.23 2.52  -0.0555
C37 -3.54 5.12 3.30  -0.7236
C38 -4.82 4.79 3.72  -0.5038
C39 -5.38 3.58 3.35  -0.6641
C40 -4.66 2.70 2.56  -0.4083
N1 -0.82 0.74 -1.42  1.6650
H15 -0.28 -1.92 -2.28  -0.8723
H16 -1.76 -2.01 -3.22  0.7115
H17 -0.30 -4.24 -1.77  0.6637
H18 1.28 -5.71 -0.58  0.6393
H19 1.62 -5.45 1.86  0.4829
H20 0.39 -3.69 3.09  0.4630
H21 -1.23 -2.25 1.91  0.4074
H22 -2.39 -5.13 -1.29  0.4198
H23 -4.21 -6.42 -2.29  0.4111
H24 -6.31 -5.30 -2.99  0.3939
H25 -6.58 -2.87 -2.64  0.4118
H26 -4.76 -1.56 -1.61  0.4077
H27 -2.97 0.35 -3.89  0.5913
H28 -3.09 2.77 -2.67  0.5882
H29 -0.59 3.05 0.25  -1.1261
H30 -2.12 3.69 -0.32  0.9558
H31 -2.45 1.16 3.99  0.5477
H32 -0.75 0.21 5.47  0.4502
H33 1.51 -0.30 4.64  0.5064
H34 2.08 0.20 2.28  0.5672
H35 0.29 1.16 0.78  -1.0930
H36 -1.82 4.50 2.20  0.2528
H37 -3.10 6.07 3.58  0.4347
H38 -5.38 5.48 4.33  0.3949
H39 -6.38 3.32 3.67  0.4228
H40 -5.11 1.76 2.25  0.3907
C41 4.06 -4.15 -1.05  -1.2813
N2 3.54 -2.95 -0.40  0.3266
C42 3.75 -2.79 1.04  -1.2439
C43 2.81 -2.04 -1.04  0.2659
N3 2.20 -1.03 -0.45  0.9984
N4 2.75 -2.18 -2.42  0.0406
C44 2.05 -1.42 -3.33  0.3235
N5 2.00 -1.94 -4.57  -0.4245
N6 1.51 -0.29 -2.99  0.5339
H41 4.36 -4.86 -0.29  0.3333
H42 4.94 -3.93 -1.66  0.3905
H43 3.29 -4.64 -1.65  0.4838
H44 4.53 -3.48 1.35  0.3429
H45 2.84 -3.02 1.59  0.3784
H46 4.10 -1.78 1.27  0.4189
H47 2.21 -1.15 0.56  -0.7362
H48 3.31 -2.93 -2.81  0.2967
H49 2.27 -2.88 -4.77  0.1919
H50 1.50 -1.45 -5.29  0.2221
H51 0.91 0.08 -3.73  0.0908

Output
E_HOMO (eV): -12.1
Energy relative to the best compared isomer or geometry (same formula, charge and spin) (eV): 2.022
Net charge: +2
HOMO-LUMO gap (eV): 6.55


Record 4
Density functional theory data (ωB97M-V/def2-TZVPD) for a molecular structure, C44H51NP2PtSi at a distorted geometry.

Each line ends with the Mulliken spin population.
Atoms and positions in Å:
Pt1 -0.50 1.63 -2.28  0.5414
C1 -1.73 0.97 -3.71  0.0282
C2 -1.26 -0.36 -3.36  0.3979
C3 -0.25 -1.08 -4.23  -0.0152
C4 0.97 -0.18 -4.48  0.0285
C5 1.07 0.96 -3.44  0.0260
C6 0.75 2.34 -3.72  0.1558
C7 -0.30 2.79 -4.73  0.0271
C8 -1.37 1.71 -5.00  0.0192
C9 1.65 0.26 1.03  -0.0610
H1 -2.73 1.22 -3.32  -0.0065
H2 -2.10 -1.03 -3.08  -0.0339
H3 -0.74 -1.31 -5.19  0.0235
H4 0.06 -2.04 -3.78  0.0072
H5 1.87 -0.81 -4.46  0.0079
H6 0.94 0.25 -5.49  -0.0027
H7 1.93 0.75 -2.80  -0.1164
H8 1.54 3.08 -3.49  -0.0064
H9 0.17 3.11 -5.67  0.0027
H10 -0.83 3.65 -4.28  -0.0085
H11 -2.28 2.19 -5.37  -0.0012
H12 -1.02 0.99 -5.75  0.0006
H13 0.95 0.82 0.37  0.0533
H14 2.08 0.92 1.80  -0.0032
H15 1.07 -0.57 1.45  0.0229
P1 -1.17 -1.16 -1.16  0.2284
P2 2.95 -0.34 -0.04  -0.0072
C10 0.59 -1.55 -1.15  0.2864
C11 1.92 -1.17 -1.23  0.5031
C12 -1.89 -2.62 -0.35  0.0607
C13 -3.05 -3.24 -0.86  0.0052
C14 -3.68 -4.24 -0.12  0.0003
C15 -3.14 -4.65 1.11  0.0094
C16 -1.96 -4.07 1.59  0.0007
C17 -1.33 -3.05 0.87  -0.0078
C18 -2.35 0.11 -0.73  0.1717
C19 -1.86 1.50 -0.60  0.1127
C20 -2.86 2.54 -0.88  0.2005
C21 -4.19 2.23 -1.06  0.0556
C22 -4.65 0.90 -0.99  0.1899
C23 -3.74 -0.13 -0.77  -0.0374
C24 4.28 -1.32 0.62  0.0058
C25 3.95 -2.65 0.95  0.0183
C26 4.94 -3.52 1.39  0.0005
C27 6.27 -3.07 1.47  0.0005
C28 6.60 -1.74 1.14  0.0024
C29 5.60 -0.85 0.75  -0.0005
C30 3.61 1.14 -0.83  0.0418
C31 3.05 2.41 -0.59  0.0424
C32 3.58 3.54 -1.21  -0.0113
C33 4.63 3.40 -2.12  0.0024
C34 5.11 2.14 -2.46  0.0013
C35 4.60 1.00 -1.82  -0.0150
H16 0.52 -2.65 -1.28  0.0308
H17 2.51 -1.70 -1.99  -0.0412
H18 -3.45 -2.93 -1.83  0.0023
H19 -4.60 -4.69 -0.50  0.0001
H20 -3.64 -5.43 1.68  0.0004
H21 -1.54 -4.38 2.55  0.0008
H22 -0.41 -2.60 1.24  -0.0015
H23 -1.27 1.68 0.34  0.0393
H24 -2.49 3.57 -0.97  -0.0040
H25 -4.91 3.03 -1.26  0.0078
H26 -5.72 0.69 -1.11  -0.0148
H27 -4.14 -1.12 -0.60  0.0185
H28 2.90 -2.95 0.86  -0.0060
H29 4.67 -4.53 1.69  0.0001
H30 7.05 -3.77 1.79  0.0001
H31 7.64 -1.42 1.21  0.0001
H32 5.82 0.20 0.57  0.0011
H33 2.20 2.55 0.09  0.0130
H34 3.17 4.52 -0.97  -0.0032
H35 5.06 4.29 -2.57  0.0000
H36 5.90 2.02 -3.20  0.0001
H37 4.96 0.01 -2.09  -0.0020
C36 1.33 1.08 4.71  -0.0023
Si1 -0.37 0.24 4.59  0.0016
C37 -0.19 -1.62 4.73  0.0108
C38 -1.46 0.85 5.98  0.0270
N1 -1.10 0.57 3.09  0.5478
C39 -2.36 0.79 2.75  -0.0197
C40 -3.31 -0.28 2.64  0.1579
C41 -4.66 -0.02 2.52  -0.0822
C42 -5.11 1.31 2.50  0.2354
C43 -4.21 2.38 2.51  -0.0822
C44 -2.85 2.12 2.57  0.2025
H38 1.62 1.17 5.77  0.0002
H39 1.29 2.10 4.28  0.0000
H40 2.12 0.52 4.19  -0.0003
H41 0.33 -1.91 5.66  -0.0015
H42 -1.18 -2.11 4.73  -0.0006
H43 0.38 -2.05 3.88  0.0000
H44 -1.67 1.93 5.88  0.0012
H45 -2.43 0.33 5.97  -0.0011
H46 -0.99 0.69 6.95  0.0027
H47 -2.93 -1.30 2.67  0.0160
H48 -5.37 -0.84 2.43  -0.0005
H49 -6.18 1.51 2.40  0.0042
H50 -4.56 3.41 2.45  0.0050
H51 -2.12 2.93 2.55  -0.0113

Output
E_HOMO (alpha / beta) (eV): -11.3 / -12.3
Energy relative to the best compared isomer or geometry (same formula, charge and spin) (eV): 2.393
Net charge: +2
HOMO-LUMO gap (alpha / beta) (eV): 5.39 / 4.31
2S+1: 5